(1)
{"formula": "C6H12O", "method": "ωB97M-V/def2-TZVPD", "species": ["C", "C", "C", "C", "C", "C", "O", "H", "H", "H", "H", "H", "H", "H", "H", "H", "H", "H", "H"], "xyz": [[2.211, 1.473, -0.153], [1.230, 0.526, 0.532], [-0.630, -1.742, 0.088], [-1.614, -2.537, -0.651], [-1.149, -0.410, 0.491], [-0.208, 0.724, 0.063], [-0.786, 1.917, 0.569], [1.961, 2.529, 0.016], [2.224, 1.302, -1.237], [3.230, 1.321, 0.217], [1.252, 0.666, 1.621], [1.508, -0.513, 0.333], [-1.331, -2.150, -1.656], [-1.411, -3.611, -0.683], [-2.686, -2.316, -0.521], [-1.136, -0.439, 1.596], [-2.180, -0.156, 0.186], [-0.215, 0.755, -1.042], [-0.269, 2.660, 0.233]], "relative_energy_ev": 3.830, "gap_ev": 8.6, "charge": 0, "e_tot_ha": -310.9185, "largest_force_ev_per_a": 0.41, "e_homo_ev": -8.2}

=====

(2)
{"formula": "C25H29BGaN10OS2", "method": "ωB97M-V/def2-TZVPD", "species": ["Ga", "C", "C", "N", "N", "C", "B", "N", "C", "C", "C", "N", "N", "C", "C", "C", "N", "H", "H", "H", "H", "H", "H", "H", "H", "H", "H", "C", "C", "C", "N", "C", "S", "N", "C", "O", "C", "C", "C", "C", "C", "C", "H", "H", "H", "H", "H", "H", "H", "H", "H", "H", "H", "H", "H", "H", "C", "C", "C", "C", "N", "C", "S", "N", "H", "H", "H", "H", "H"], "xyz": [[0.059, -0.783, 0.192], [3.753, 1.437, 0.863], [3.059, 0.410, 0.224], [1.765, 0.471, 0.532], [1.606, 1.521, 1.370], [2.789, 2.118, 1.578], [0.183, 1.917, 1.791], [-0.625, 2.057, 0.461], [-1.073, 3.171, -0.137], [-1.469, 2.861, -1.426], [-1.213, 1.496, -1.550], [-0.707, 1.026, -0.413], [-0.411, 0.753, 2.630], [-0.796, 0.691, 3.909], [-1.179, -0.611, 4.196], [-0.996, -1.308, 3.006], [-0.537, -0.469, 2.074], [4.805, 1.652, 0.809], [3.427, -0.363, -0.430], [2.858, 2.985, 2.214], [0.163, 2.935, 2.411], [-1.070, 4.108, 0.396], [-1.877, 3.523, -2.168], [-1.370, 0.840, -2.392], [-0.761, 1.569, 4.531], [-1.527, -0.997, 5.137], [-1.145, -2.349, 2.762], [-5.014, 0.986, 2.824], [-5.427, 1.238, 1.381], [-4.236, 1.301, 0.432], [-3.512, 0.026, 0.333], [-3.184, -0.678, -0.734], [-1.946, -1.888, -0.656], [-3.802, -0.528, -1.919], [-5.081, 0.059, -2.248], [-5.149, 0.769, -3.210], [-6.226, -0.326, -1.395], [-6.229, -1.504, -0.652], [-7.340, -1.834, 0.107], [-8.437, -0.983, 0.136], [-8.437, 0.190, -0.610], [-7.338, 0.515, -1.384], [-5.883, 0.963, 3.480], [-4.342, 1.768, 3.185], [-4.504, 0.027, 2.939], [-5.953, 2.192, 1.304], [-6.122, 0.467, 1.048], [-3.511, 2.032, 0.801], [-4.521, 1.632, -0.563], [-3.004, -0.252, 1.162], [-3.304, -0.918, -2.708], [-5.380, -2.176, -0.680], [-7.354, -2.757, 0.670], [-9.301, -1.239, 0.735], [-9.299, 0.844, -0.593], [-7.324, 1.415, -1.986], [1.580, -7.281, -1.280], [0.841, -6.184, -0.584], [-0.374, -6.396, 0.065], [-0.971, -5.302, 0.656], [-0.424, -4.086, 0.635], [0.729, -3.987, -0.020], [1.570, -2.433, -0.052], [1.385, -4.968, -0.627], [1.176, -8.260, -1.032], [2.636, -7.242, -1.017], [1.509, -7.137, -2.360], [-0.827, -7.376, 0.106], [-1.917, -5.394, 1.177]], "relative_energy_ev": 0.490, "gap_ev": 8.1, "charge": 1, "e_tot_ha": -4338.8969, "largest_force_ev_per_a": 0.34, "e_homo_ev": -11.0}

=====

(3)
{"formula": "C26H54AsBF4N2O9P2S3SiTi", "method": "ωB97M-V/def2-TZVPD", "species": ["Ti", "C", "C", "C", "C", "O", "Si", "S", "O", "C", "C", "C", "C", "O", "C", "C", "C", "C", "H", "H", "H", "H", "H", "H", "H", "H", "H", "H", "H", "H", "H", "H", "H", "H", "H", "H", "H", "H", "H", "H", "H", "H", "H", "H", "H", "C", "P", "C", "C", "C", "P", "C", "C", "H", "H", "H", "H", "H", "H", "H", "H", "H", "H", "H", "H", "H", "H", "H", "H", "O", "As", "O", "O", "C", "C", "C", "C", "C", "C", "S", "O", "O", "O", "H", "H", "H", "H", "H", "F", "B", "F", "F", "F", "C", "N", "C", "N", "S", "H", "H", "H", "H", "H", "H"], "xyz": [[0.818, -1.625, 0.367], [-2.890, -1.122, 0.377], [-2.208, -0.431, 1.543], [-2.914, 0.894, 1.814], [-2.211, -1.296, 2.791], [-0.814, -0.196, 1.146], [0.150, 1.132, 1.559], [1.992, 0.625, 0.830], [-0.029, 1.516, 3.147], [0.685, 1.312, 4.386], [2.167, 1.632, 4.230], [0.492, -0.112, 4.887], [0.044, 2.299, 5.357], [-0.612, 2.385, 0.779], [-0.469, 3.791, 0.941], [0.986, 4.181, 1.197], [-0.949, 4.417, -0.363], [-1.358, 4.254, 2.097], [-3.964, -1.184, 0.571], [-2.516, -2.130, 0.239], [-2.733, -0.543, -0.534], [-3.942, 0.669, 2.105], [-2.924, 1.523, 0.923], [-2.436, 1.442, 2.628], [-3.229, -1.638, 2.996], [-1.855, -0.723, 3.644], [-1.579, -2.172, 2.668], [2.669, 0.888, 3.618], [2.640, 1.618, 5.215], [2.296, 2.626, 3.794], [0.689, -0.831, 4.095], [-0.524, -0.254, 5.263], [1.201, -0.326, 5.688], [0.244, 3.329, 5.049], [0.447, 2.151, 6.361], [-1.037, 2.145, 5.385], [1.625, 3.800, 0.400], [1.342, 3.757, 2.137], [1.080, 5.269, 1.250], [-0.331, 4.070, -1.191], [-0.896, 5.508, -0.310], [-1.980, 4.115, -0.562], [-1.074, 3.739, 3.014], [-2.402, 4.018, 1.878], [-1.264, 5.333, 2.245], [-0.317, -4.201, -2.368], [-0.675, -2.414, -2.215], [-2.435, -2.430, -2.754], [0.181, -1.852, -3.761], [0.262, -0.332, -3.973], [0.880, 0.543, -2.460], [2.685, 0.251, -2.657], [0.840, 2.275, -3.088], [-0.636, -4.576, -3.346], [-0.827, -4.754, -1.581], [0.753, -4.363, -2.253], [-2.548, -2.920, -3.726], [-2.829, -1.413, -2.793], [-3.012, -2.981, -2.008], [-0.293, -2.338, -4.621], [1.189, -2.269, -3.678], [-0.729, 0.085, -4.182], [0.900, -0.106, -4.836], [3.074, 0.757, -3.546], [2.878, -0.818, -2.726], [3.206, 0.609, -1.768], [1.306, 2.357, -4.076], [1.394, 2.900, -2.385], [-0.187, 2.639, -3.140], [3.045, -4.031, 2.960], [3.034, -2.308, 2.609], [3.352, -1.472, 3.975], [1.378, -2.106, 2.087], [4.277, -1.955, 1.226], [5.278, -1.047, 1.588], [6.332, -0.736, 0.754], [6.420, -1.364, -0.535], [5.454, -2.242, -0.937], [4.370, -2.587, -0.092], [3.032, -3.374, -0.774], [3.386, -3.997, -2.029], [2.405, -4.225, 0.229], [1.976, -2.266, -1.087], [2.740, -4.467, 2.143], [5.204, -0.586, 2.567], [7.080, -0.020, 1.073], [7.248, -1.140, -1.199], [5.495, -2.700, -1.918], [-2.610, -4.371, 0.406], [-1.362, -4.534, 1.043], [-0.558, -3.359, 0.644], [-1.497, -4.532, 2.418], [-0.732, -5.673, 0.573], [-5.967, 2.538, -4.806], [-4.577, 2.744, -4.404], [-3.829, 1.649, -3.990], [-3.965, 0.551, -4.788], [-2.882, 1.680, -2.651], [-6.565, 2.102, -3.999], [-6.029, 1.882, -5.671], [-6.392, 3.500, -5.085], [-4.476, 3.470, -3.710], [-4.204, 0.691, -5.755], [-3.351, -0.219, -4.578]], "relative_energy_ev": 0.393, "gap_ev": [2.5, 6.0], "charge": -2, "e_tot_ha": -7486.7706, "largest_force_ev_per_a": 1.16, "e_homo_ev": [0.7, -2.9], "multiplicity": 3}

=====

Number 2 is which compound?
C25H29BGaN10OS2

=====

Number 2 is which compound?
C25H29BGaN10OS2